115
Properties=species:S:1:pos:R:3:forces:R:3 method="wB97M-V/def2-TZVPD" charge=+1 e_lumo_ev=-3.6631 orbital_gap_ev=7.51 total_energy_ha=-3920.706995
O 4.985133 -2.631389 1.512363 -0.65 -1.36 -0.41
C 4.324159 -3.344114 0.882755 -0.65 0.28 -0.81
N 3.571567 -4.017610 0.114268 0.52 2.11 0.05
P 3.067751 -2.931114 -1.165143 0.96 -0.81 -0.71
C 1.777554 -3.667015 -2.294880 -0.33 -1.17 0.10
C 0.351378 -3.876304 -1.616426 0.39 0.17 -0.98
C -0.569021 -2.584803 -1.595999 -2.34 -0.31 0.67
O -1.719783 -2.689270 -1.176619 2.60 -0.09 -0.63
N -0.145315 -1.268196 -2.056965 0.89 -0.87 1.29
C 0.334355 -0.460468 -0.933864 1.34 2.36 2.86
C 1.500914 0.457057 -1.132723 -0.39 -0.54 0.88
C 2.116404 1.305057 -0.077074 -2.74 -1.92 1.47
C 1.532589 1.251454 1.315167 -1.19 -1.79 -2.87
C 0.327094 0.363851 1.542218 1.61 0.24 -2.67
C -0.273292 -0.483286 0.441882 1.98 1.56 -0.18
C 4.581860 -2.540368 -2.184316 0.06 3.13 -0.27
C 4.690663 -0.854085 -2.228249 2.47 0.96 -0.64
C 6.192470 -0.294465 -2.567742 -4.43 -1.84 1.85
O 5.518802 -0.244174 -1.163257 -0.24 -1.29 -3.60
H 2.584212 -1.739551 -0.533933 0.12 -0.40 -0.35
H 1.711286 -3.116041 -3.290400 0.35 -0.34 1.44
H 2.156455 -4.708268 -2.576878 -0.20 1.33 0.47
H -0.192650 -4.654802 -2.247082 0.58 0.96 0.91
H 0.500928 -4.335868 -0.595040 -0.51 0.74 -0.97
H 0.534404 -1.315035 -2.823042 -0.16 0.25 0.54
H 1.937930 0.492277 -2.184890 -0.78 0.03 1.78
H 3.008625 1.959077 -0.267726 -1.09 -0.85 -0.02
H 1.996565 1.854579 2.140578 -0.76 -0.82 -1.01
H -0.079577 0.353399 2.585593 0.25 -0.19 -1.53
H -1.173741 -1.114296 0.678619 1.13 0.77 -0.38
H 4.495710 -2.835317 -3.276442 -0.04 -0.08 1.48
H 5.550025 -2.866680 -1.710217 -1.19 -0.01 -0.43
H 3.780143 -0.263181 -2.664652 1.79 -1.12 1.23
H 6.780580 -1.225573 -2.766524 0.27 1.59 0.45
H 6.289515 0.700504 -3.065656 0.07 -1.20 0.59
C 4.884755 -1.607475 4.803092 -0.14 -0.58 -0.03
C 4.210799 -0.348042 4.338085 -0.65 0.00 -0.34
O 4.816595 0.653640 5.145896 0.35 -0.30 0.13
C 6.026866 0.172148 5.547205 0.55 0.48 0.36
O 6.859411 0.820294 6.097020 -0.37 -0.30 -0.24
O 6.159045 -1.148285 5.235596 -0.12 0.40 -0.01
H 4.987685 -2.343629 4.006634 0.21 0.05 0.13
H 4.369848 -2.069905 5.649885 0.01 0.05 -0.02
H 4.415864 -0.126934 3.286215 0.04 -0.01 0.03
H 3.131733 -0.370104 4.490391 0.15 0.20 0.03
C 3.352057 5.342394 -3.202866 0.28 0.69 -0.23
C 2.288714 5.353013 -2.145829 0.09 0.63 0.36
O 1.586397 4.133046 -2.391939 0.41 -0.82 -0.58
C 2.438593 3.303910 -3.036431 -0.14 0.24 0.02
O 2.222930 2.140319 -3.242958 0.24 0.49 -0.31
O 3.568480 3.949269 -3.420020 -0.47 -0.65 0.17
H 4.268890 5.833566 -2.878023 0.02 -0.23 -0.06
H 3.018583 5.797759 -4.139164 0.02 -0.10 0.01
H 2.699814 5.325255 -1.137024 -0.10 -0.04 -0.12
H 1.624520 6.208375 -2.232009 -0.11 -0.31 0.03
C 0.066468 0.441319 7.251718 0.02 -0.21 0.82
C -0.995751 1.320890 6.660054 -0.68 0.20 0.41
O -0.372370 1.819806 5.479186 0.50 -0.40 -0.31
C 0.596667 0.935531 5.131759 0.23 0.14 -0.06
O 1.198787 0.966951 4.096425 -0.23 0.02 0.95
O 0.796186 0.011195 6.104821 -0.07 0.37 -0.61
H -0.348248 -0.409876 7.790969 0.16 -0.05 -0.18
H 0.741548 0.986980 7.915522 -0.01 -0.01 -0.09
H -1.892749 0.763402 6.377796 0.07 0.01 -0.02
H -1.280739 2.136334 7.324168 0.08 0.07 -0.22
C -1.929439 1.993311 -2.474886 0.52 0.13 0.67
C -1.983088 1.164768 -3.717405 0.42 -0.69 -0.43
O -3.278802 1.435798 -4.236167 -0.10 0.42 0.28
C -3.660746 2.647588 -3.742523 -0.60 0.39 -0.23
O -4.620722 3.250097 -4.106233 0.42 -0.26 0.17
O -2.798380 3.079168 -2.778562 -0.23 -0.23 -0.35
H -0.920903 2.348293 -2.257564 -0.14 0.18 0.03
H -2.317105 1.459861 -1.601573 -0.02 -0.01 -0.04
H -1.236690 1.470767 -4.456600 -0.02 0.05 0.05
H -1.863169 0.101390 -3.511247 -0.19 0.06 -0.09
C -0.173869 9.621790 -0.191545 -0.21 0.71 0.05
C -0.786300 8.610386 -1.114542 -0.92 0.24 -0.50
O 0.234557 7.621291 -1.224278 0.51 0.08 0.49
C 1.013116 7.722751 -0.114374 0.13 -0.18 0.38
O 1.861154 6.934667 0.192363 -0.41 0.49 0.00
O 0.707755 8.833594 0.602901 0.20 -0.59 -0.33
H -0.915344 10.122562 0.430404 0.16 -0.13 0.12
H 0.410526 10.377067 -0.724315 0.02 -0.05 0.05
H -1.679413 8.149130 -0.695576 0.17 0.02 -0.03
H -1.029003 9.030100 -2.091086 0.22 -0.17 -0.03
C -3.097694 -5.732603 -2.326824 -0.32 0.96 0.04
C -4.260903 -6.672201 -2.206940 -0.53 0.28 0.06
O -3.762959 -7.869456 -2.805050 0.82 0.16 0.07
C -2.405081 -7.826955 -2.717850 -0.02 -0.76 -0.26
O -1.681375 -8.739105 -2.971447 -0.19 0.47 0.15
O -1.980059 -6.597840 -2.304144 0.32 -0.56 -0.05
H -3.048574 -5.019466 -1.503602 0.14 -0.07 -0.06
H -3.098898 -5.183542 -3.273147 -0.04 -0.03 0.01
H -4.525153 -6.880071 -1.170249 0.12 0.05 -0.11
H -5.144882 -6.311672 -2.730962 0.04 -0.21 0.03
C -8.536318 -8.258701 0.145789 -0.52 -0.42 0.32
C -7.051074 -8.471003 0.085693 0.37 -0.58 0.34
O -6.652045 -7.625289 -0.988723 -0.62 0.17 0.07
C -7.601866 -6.656424 -1.111554 -0.20 0.53 -0.31
O -7.490340 -5.692393 -1.805219 0.09 -0.39 0.27
O -8.687875 -6.929652 -0.342829 0.55 0.10 -0.27
H -8.930430 -8.347774 1.157911 -0.05 0.19 -0.11
H -9.084097 -8.940626 -0.509634 0.05 0.05 0.00
H -6.543882 -8.146433 0.998481 -0.05 0.03 -0.04
H -6.785181 -9.508397 -0.116744 0.09 0.15 -0.15
C -2.896587 3.636634 2.185508 -0.44 -0.43 0.36
C -1.539558 3.336077 1.618002 0.38 -0.57 0.11
O -1.360394 4.371465 0.658893 -0.36 0.41 0.10
C -2.156996 5.407442 1.031361 0.02 0.39 -0.21
O -2.121889 6.493777 0.538182 -0.03 -0.49 0.33
O -2.997594 5.048118 2.036887 0.38 0.16 -0.38
H -2.984597 3.348847 3.233304 -0.04 0.22 -0.04
H -3.702680 3.163153 1.618318 0.04 0.05 -0.01
H -0.746284 3.406882 2.367629 -0.03 0.00 -0.03
H -1.491977 2.355393 1.144895 0.09 0.18 -0.14